This record from OMol25 describes a 2-piece molecular cluster, C6H7N2O5 overall in a non-equilibrium geometry. The level of theory is ωB97M-V with the def2-TZVPD basis set.

Cartesian coordinates (Å):
C1 2.7948 -1.7062 -0.7703
C2 0.7784 -0.0694 0.6821
C3 1.8096 1.6018 -0.2572
C4 0.0687 0.3366 -0.4573
C5 -1.1588 -0.1673 -1.0864
C6 -2.2405 -0.3424 0.0184
N1 0.7801 1.3556 -1.0174
N2 -2.4824 0.9583 0.6214
O1 0.4252 -1.0426 1.6537
O2 2.6142 2.5600 -0.2235
O3 2.9005 -1.0007 -1.6284
O4 2.6497 -2.4118 0.1443
O5 1.8796 0.6772 0.8599
H1 -1.0931 -1.0263 -1.7744
H2 -1.4051 0.5961 -1.7388
H3 -3.2192 -0.6784 -0.3493
H4 -2.0517 -1.1255 0.7446
H5 -2.4528 0.8816 1.6481
H6 0.9853 -0.8319 2.4065
H7 -1.5822 1.4353 0.5239

The gap between HOMO and LUMO is 5.931 eV. For the LUMO energy, the calculation gives 3.239 eV. The value obtained for the HOMO energy is -2.69 eV. The value obtained for the relative energy (zero: lowest compared OMol25 entry of this formula, charge and spin) is 22.6 kcal/mol. As for the charge: -1.

Mulliken population analysis, charges in e, atoms 1 to 6:
1. C 0.79
2. C 0.23
3. C 0.38
4. C 0.40
5. C -0.63
6. C -0.48

This record from OMol25 describes C5H7O4Tl as an isolated structure in a non-equilibrium geometry. The level of theory is ωB97M-V with the def2-TZVPD basis set.

Cartesian coordinates (Å):
O1 1.0064 -2.2393 0.3396
Tl1 -0.1245 -0.8877 0.8919
C1 1.4824 -2.2561 -0.9827
C2 1.4104 -0.8821 -1.5832
H1 2.5320 -2.6089 -1.0008
H2 0.8980 -2.9625 -1.6034
H3 1.6851 -0.0356 -0.9444
H4 1.1528 -0.7714 -2.6410
C3 -1.4383 1.0891 -1.2517
C4 -1.3354 0.6161 0.0134
H5 -1.6913 0.3681 -2.0331
H6 -1.6035 2.1476 -1.4834
O2 -1.4096 1.6894 0.9873
C5 -0.8564 1.4592 2.1410
O3 -0.1326 0.4932 2.4008
O4 -1.0037 2.4793 2.9515
H7 -0.5719 2.3015 3.7981

The gap between HOMO and LUMO (alpha / beta) is 7.726 / 9.423 eV. For the LUMO energy (alpha / beta), the calculation gives -4.736 / -4.738 eV. The value obtained for the HOMO energy (alpha / beta) is -12.46 / -14.16 eV. As for the spin multiplicity: 2. The value obtained for the relative energy (zero: lowest compared OMol25 entry of this formula, charge and spin) is 112.9 kcal/mol. As for the charge: +1.

Mulliken population analysis, charges in e, atoms 1 to 6:
1. O -0.47
2. Tl 1.23
3. C 0.08
4. C -1.13
5. H 0.28
6. H 0.27

This record from OMol25 describes a 9-piece molecular cluster, C35H62F3N8O2PS2 overall in a non-equilibrium geometry. The level of theory is ωB97M-V with the def2-TZVPD basis set.

Cartesian coordinates (Å):
C1 4.6385 2.6006 -2.9341
C2 4.6705 1.3624 -2.4303
P1 4.7860 -0.1113 -3.5583
S1 3.1556 0.6421 -4.7973
S2 6.4238 -0.9376 -2.2275
O1 7.0763 -2.0443 -2.8930
O2 7.3375 0.1480 -1.9339
C3 5.7163 -1.5677 -0.5914
F1 5.6892 -2.8827 -0.6777
F2 4.4579 -1.1821 -0.4158
F3 6.4375 -1.1855 0.4241
H1 3.8980 3.3107 -2.5690
H2 5.3938 2.8718 -3.6748
H3 4.6654 1.2510 -1.3434
H4 4.1054 -1.3305 -3.3356
H5 5.7160 -0.0201 -4.6175
H6 2.4609 -0.4995 -5.0644
C4 2.3067 -0.2640 2.1832
C5 1.2287 0.7998 2.3460
C6 -0.1847 0.2495 2.1321
C7 -0.3903 -0.2359 0.7672
N1 -0.5416 -0.6265 -0.3023
H7 2.3112 -0.6703 1.1698
H8 3.2917 0.1637 2.3726
H9 2.1556 -1.0891 2.8830
H10 1.4206 1.6187 1.6544
H11 1.2935 1.2149 3.3539
H12 -0.9134 1.0360 2.3388
H13 -0.3822 -0.5582 2.8406
C8 1.8761 -3.6363 -2.0266
C9 0.8096 -3.8761 -3.0895
C10 1.1536 -5.0293 -4.0362
C11 2.3575 -4.7585 -4.8224
N2 3.3067 -4.5403 -5.4304
H14 2.8312 -3.3551 -2.4769
H15 1.5707 -2.8262 -1.3627
H16 2.0353 -4.5305 -1.4201
H17 0.6558 -2.9588 -3.6609
H18 -0.1360 -4.1030 -2.5917
H19 0.3180 -5.1966 -4.7189
H20 1.2882 -5.9525 -3.4682
C12 -0.2181 4.8879 5.6988
C13 -1.2936 4.7569 4.6270
C14 -1.0071 3.6319 3.6289
C15 0.2101 3.8727 2.8559
N3 1.1708 4.0657 2.2577
H21 0.7503 5.1399 5.2621
H22 -0.4794 5.6792 6.4022
H23 -0.1104 3.9570 6.2587
H24 -1.3989 5.7073 4.0990
H25 -2.2517 4.5545 5.1119
H26 -1.8496 3.5394 2.9390
H27 -0.9233 2.6795 4.1592
C16 7.9751 -2.8895 2.3921
C17 9.3974 -2.7318 2.9173
C18 9.7039 -3.6475 4.1064
C19 8.8789 -3.3356 5.2730
N4 8.2225 -3.0932 6.1832
H28 7.2378 -2.6185 3.1508
H29 7.8178 -2.2435 1.5329
H30 7.7853 -3.9197 2.0820
H31 9.5670 -1.6895 3.1955
H32 10.0978 -2.9635 2.1122
H33 10.7551 -3.5421 4.3818
H34 9.5540 -4.6911 3.8221
C20 -4.6353 2.8660 7.8983
C21 -4.8077 2.2650 6.5104
C22 -4.0253 0.9616 6.3182
C23 -2.5807 1.1636 6.4189
N5 -1.4471 1.3261 6.5096
H35 -3.5936 3.1341 8.0904
H36 -5.2337 3.7703 7.9936
H37 -4.9567 2.1649 8.6705
H38 -4.5039 2.9971 5.7575
H39 -5.8671 2.0614 6.3458
H40 -4.2536 0.5448 5.3348
H41 -4.3424 0.2225 7.0568
C24 -2.9459 -0.6038 -4.9306
C25 -3.0816 -1.2598 -6.2988
C26 -2.2396 -2.5315 -6.4430
C27 -0.8077 -2.2553 -6.3439
N6 0.3165 -2.0360 -6.2595
H42 -1.9200 -0.2813 -4.7428
H43 -3.5846 0.2774 -4.8705
H44 -3.2394 -1.2912 -4.1333
H45 -2.8040 -0.5383 -7.0717
H46 -4.1307 -1.5191 -6.4629
H47 -2.4413 -2.9908 -7.4131
H48 -2.5258 -3.2614 -5.6818
C28 -2.3678 1.1720 -11.7536
C29 -0.9776 1.4514 -11.1936
C30 -0.6603 0.6310 -9.9399
C31 -1.5451 0.9618 -8.8246
N7 -2.2450 1.2201 -7.9512
H49 -3.1470 1.4414 -11.0382
H50 -2.5353 1.7549 -12.6595
H51 -2.4837 0.1155 -12.0042
H52 -0.8820 2.5172 -10.9761
H53 -0.2350 1.2154 -11.9583
H54 0.3712 0.8183 -9.6359
H55 -0.7358 -0.4358 -10.1616
C32 -9.6156 -0.0271 6.2999
C33 -10.6084 1.0065 6.8197
C34 -10.1824 2.4476 6.5241
C35 -8.9371 2.8053 7.2015
N8 -7.9539 3.0786 7.7280
H56 -8.6407 0.0810 6.7794
H57 -9.9752 -1.0351 6.5067
H58 -9.4790 0.0693 5.2208
H59 -10.7439 0.8703 7.8946
H60 -11.5791 0.8297 6.3523
H61 -10.9685 3.1309 6.8508
H62 -10.0663 2.5900 5.4478

The gap between HOMO and LUMO is 8.590 eV. For the LUMO energy, the calculation gives -0.197 eV. The value obtained for the HOMO energy is -8.79 eV. As for the charge: 0. The SMILES is C=C[PH2](S)S(=O)(=O)C(F)(F)F.CCCC#N.CCCC#N.CCCC#N.CCCC#N.CCCC#N.CCCC#N.CCCC#N.CCCC#N.

Mulliken population analysis, charges in e, atoms 1 to 6:
1. C -0.69
2. C -0.09
3. P 0.29
4. S -0.33
5. S 0.95
6. O -0.69

This record from OMol25 describes C45H42IrN4 as an isolated structure in a non-equilibrium geometry. The level of theory is ωB97M-V with the def2-TZVPD basis set.

Cartesian coordinates (Å):
Ir1 0.1993 -0.3761 -0.1318
C1 0.8591 0.4025 4.0854
C2 0.0027 -0.5130 4.6815
C3 -0.7648 -1.3434 3.8919
C4 -0.6647 -1.2606 2.4978
C5 0.2203 -0.3507 1.8800
C6 0.9620 0.4905 2.7067
C7 -1.4751 -2.0762 1.5922
C8 -2.2034 -3.1883 2.0807
C9 -2.8893 -3.9840 1.2206
C10 -2.9258 -3.6474 -0.1526
C11 -3.6756 -4.4105 -1.0696
C12 -3.7707 -4.0358 -2.3817
C13 -3.1252 -2.8674 -2.8045
C14 -2.3720 -2.1194 -1.9344
C15 -2.2243 -2.4993 -0.5878
N1 -1.4474 -1.7530 0.2866
H1 1.4590 1.0536 4.7085
H2 -0.0709 -0.5698 5.7585
H3 -1.4519 -2.0273 4.3674
H4 1.6468 1.2006 2.2666
H5 -2.1705 -3.4125 3.1337
H6 -3.4174 -4.8614 1.5694
H7 -4.1854 -5.2919 -0.7058
H8 -4.3509 -4.6194 -3.0820
H9 -3.2283 -2.5434 -3.8315
H10 -1.9105 -1.2134 -2.2784
C16 0.6723 -0.4563 -4.5828
C17 0.8183 -0.7707 -3.2269
N2 0.1262 -0.1557 -2.2890
C18 -0.7508 0.8366 -2.6549
C19 -0.9582 1.2139 -3.9950
C20 -0.2146 0.5259 -4.9679
C21 -1.8855 2.2630 -4.2867
C22 -2.5478 2.8949 -3.2928
C23 -2.3367 2.5465 -1.9203
C24 -2.9574 3.2102 -0.8529
C25 -2.6549 2.8301 0.4402
C26 -1.7538 1.7959 0.6774
N3 -1.1584 1.1317 -0.3185
C27 -1.4420 1.5103 -1.6106
H11 1.2632 -0.9922 -5.3099
H12 1.5059 -1.5378 -2.8931
H13 -0.3404 0.7794 -6.0112
H14 -2.0367 2.5482 -5.3183
H15 -3.2436 3.6922 -3.5153
H16 -3.6545 4.0119 -1.0530
H17 -3.1011 3.3226 1.2912
H18 -1.5053 1.4849 1.6798
C28 5.6173 -2.3605 2.2082
C29 4.2747 -2.1682 1.5653
C30 3.2984 -3.1788 1.6537
C31 2.0855 -3.0576 0.9914
C32 1.0566 -4.1456 1.0014
C33 1.8714 -1.8909 0.2710
C34 2.7459 -0.7826 0.3088
C35 4.0136 -0.9848 0.8984
N4 2.1746 0.2518 -0.2950
C36 2.8832 1.4403 -0.7587
C37 3.5559 2.2165 0.3992
C38 4.3209 3.4360 -0.1176
C39 3.3277 4.4119 -0.7444
C40 2.6039 3.7007 -1.8851
C41 3.6283 3.3027 -2.9511
C42 4.6386 2.3282 -2.3411
C43 5.3480 2.9983 -1.1632
C44 3.8991 1.0812 -1.8514
C45 1.8931 2.4418 -1.3720
H19 5.6819 -3.3244 2.7079
H20 5.8116 -1.5836 2.9478
H21 6.4138 -2.3125 1.4649
H22 3.5222 -4.0902 2.1912
H23 1.4739 -5.0819 1.3657
H24 0.6545 -4.3184 0.0021
H25 0.2210 -3.8781 1.6515
H26 1.0034 -1.8871 -0.4421
H27 4.7967 -0.2461 0.8493
H28 4.2147 1.5912 0.9991
H29 2.7636 2.5623 1.0699
H30 4.8348 3.9156 0.7207
H31 3.8485 5.2936 -1.1259
H32 2.6119 4.7558 0.0073
H33 1.8496 4.3648 -2.3207
H34 4.1397 4.1941 -3.3211
H35 3.1283 2.8363 -3.8059
H36 5.3761 2.0339 -3.0936
H37 5.9136 3.8661 -1.5117
H38 6.0671 2.3045 -0.7189
H39 4.6077 0.3328 -1.4953
H40 3.3504 0.6265 -2.6826
H41 1.3865 1.9842 -2.2213
H42 1.1380 2.7057 -0.6237

The gap between HOMO and LUMO is 5.792 eV. For the LUMO energy, the calculation gives -3.468 eV. The value obtained for the HOMO energy is -9.26 eV. The value obtained for the relative energy (zero: lowest compared OMol25 entry of this formula, charge and spin) is 23.7 kcal/mol. As for the charge: +1.

Mulliken population analysis, charges in e, atoms 1 to 6:
1. Ir 0.65
2. C -0.78
3. C -1.21
4. C -0.57
5. C 1.42
6. C -0.63